{"formula": "C49H49N5OP2Pt", "method": "wB97M-V/def2-TZVPD", "homo_energy_ev": -18.172, "charge": 4, "de_lowest_ev": 1.898, "molar_mass_da": 980.99, "homo_lumo_gap_ev": 4.8, "symbols": ["Pt", "N", "C", "C", "N", "C", "C", "N", "H", "H", "H", "H", "H", "H", "H", "H", "H", "H", "H", "H", "H", "C", "C", "C", "C", "C", "C", "C", "C", "P", "C", "C", "C", "C", "C", "C", "C", "C", "C", "C", "C", "C", "C", "O", "C", "C", "C", "C", "C", "C", "P", "C", "C", "C", "C", "C", "C", "C", "C", "C", "C", "C", "C", "H", "H", "H", "H", "H", "H", "H", "H", "H", "H", "H", "H", "H", "H", "H", "H", "H", "H", "H", "H", "H", "H", "H", "H", "H", "H", "H", "H", "H", "H", "H", "H", "N", "C", "C", "C", "C", "C", "N", "C", "H", "H", "H", "H"], "xyz": [[0.118, -0.052, -0.174], [-0.532, 1.383, 1.450], [0.189, 1.439, 2.748], [1.632, 1.130, 2.450], [1.703, -0.144, 1.709], [1.496, -1.323, 2.591], [0.040, -1.738, 2.608], [-0.434, -1.784, 1.206], [-1.540, 1.335, 1.584], [-0.366, 2.277, 0.991], [0.101, 2.438, 3.177], [-0.257, 0.751, 3.454], [2.066, 1.907, 1.819], [2.216, 1.087, 3.372], [2.617, -0.203, 1.265], [2.112, -2.141, 2.222], [1.834, -1.113, 3.608], [-0.064, -2.712, 3.091], [-0.591, -1.047, 3.154], [0.024, -2.565, 0.739], [-1.434, -1.962, 1.192], [2.150, 3.971, -6.405], [1.467, 2.760, -5.765], [0.910, 1.847, -6.887], [2.446, 1.910, -4.956], [3.739, 1.596, -5.366], [4.549, 0.731, -4.628], [4.098, 0.151, -3.455], [2.804, 0.455, -3.019], [2.243, -0.259, -1.448], [3.583, 0.252, -0.373], [4.528, -0.649, 0.138], [5.587, -0.168, 0.900], [5.702, 1.192, 1.158], [4.770, 2.090, 0.641], [3.710, 1.626, -0.115], [2.301, -2.039, -1.698], [2.267, -2.908, -0.597], [2.242, -4.278, -0.777], [2.229, -4.804, -2.070], [2.261, -3.955, -3.165], [2.291, -2.576, -2.986], [2.045, 1.316, -3.776], [0.827, 1.548, -3.216], [-0.007, 2.487, -3.731], [-1.113, 2.692, -2.935], [-2.018, 3.696, -3.303], [-1.774, 4.407, -4.464], [-0.653, 4.145, -5.251], [0.273, 3.165, -4.900], [-1.396, 1.764, -1.410], [-1.758, 3.114, -0.300], [-0.792, 4.129, -0.172], [-1.034, 5.210, 0.658], [-2.229, 5.282, 1.373], [-3.189, 4.285, 1.247], [-2.956, 3.189, 0.428], [-2.891, 0.786, -1.600], [-3.361, -0.011, -0.541], [-4.560, -0.687, -0.647], [-5.303, -0.599, -1.824], [-4.838, 0.165, -2.883], [-3.634, 0.852, -2.781], [2.961, 3.655, -7.059], [2.555, 4.651, -5.655], [1.449, 4.520, -7.031], [1.722, 1.516, -7.535], [0.190, 2.399, -7.493], [0.413, 0.965, -6.474], [4.135, 2.027, -6.275], [5.550, 0.511, -4.973], [4.745, -0.512, -2.896], [4.467, -1.705, -0.084], [6.332, -0.857, 1.274], [6.529, 1.557, 1.753], [4.886, 3.151, 0.820], [2.995, 2.329, -0.532], [2.310, -2.505, 0.405], [2.255, -4.945, 0.075], [2.204, -5.876, -2.216], [2.282, -4.366, -4.167], [2.321, -1.930, -3.854], [-2.888, 3.923, -2.701], [-2.467, 5.184, -4.761], [-0.504, 4.727, -6.151], [0.128, 4.088, -0.747], [-0.305, 6.005, 0.740], [-2.415, 6.127, 2.023], [-4.129, 4.369, 1.777], [-3.720, 2.431, 0.316], [-2.794, -0.085, 0.383], [-4.931, -1.280, 0.179], [-6.242, -1.129, -1.911], [-5.418, 0.238, -3.793], [-3.291, 1.440, -3.621], [-3.003, -5.419, -1.706], [-2.487, -4.464, -2.077], [-1.824, -3.248, -2.465], [-1.706, -2.842, -3.785], [-1.043, -1.655, -4.035], [-0.533, -0.924, -2.984], [-0.654, -1.307, -1.694], [-1.293, -2.459, -1.455], [-2.123, -3.441, -4.586], [-0.919, -1.292, -5.046], [-0.014, -0.002, -3.166], [-1.418, -2.805, -0.451]], "forces_ev_per_angstrom": [[-0.5, 0.1, -0.2], [0.5, -0.2, 0.1], [0.0, 0.1, 0.0], [0.0, 0.0, 0.0], [-0.2, 0.0, 0.1], [-0.1, 0.1, 0.0], [0.1, -0.1, -0.1], [0.0, 0.1, 0.2], [0.0, 0.0, 0.1], [-0.2, 0.0, 0.1], [-0.1, 0.0, 0.0], [0.0, 0.0, 0.1], [0.0, 0.0, 0.0], [0.0, -0.1, 0.0], [0.0, 0.0, 0.2], [0.0, 0.0, 0.1], [0.0, 0.1, 0.0], [0.0, 0.0, -0.1], [0.0, 0.0, 0.0], [0.0, 0.0, 0.0], [0.0, 0.0, 0.1], [0.0, 0.1, 0.1], [-0.2, -0.3, -0.3], [0.1, 0.1, 0.0], [0.1, 0.1, -0.1], [0.0, 0.0, 0.1], [0.0, 0.0, 0.0], [0.1, 0.0, 0.0], [-0.1, 0.0, 0.1], [0.6, -0.5, -0.2], [0.0, 0.1, 0.1], [0.1, 0.1, 0.0], [0.0, 0.0, 0.0], [0.0, 0.0, 0.0], [0.0, 0.0, 0.0], [0.1, 0.0, -0.1], [-0.2, 0.0, 0.1], [0.0, 0.0, 0.0], [0.0, 0.0, 0.0], [0.0, 0.0, 0.0], [0.0, 0.1, 0.0], [0.0, -0.1, 0.0], [-0.2, 0.2, 0.1], [0.1, 0.1, 0.1], [0.2, -0.1, 0.0], [0.0, 0.0, 0.1], [0.0, 0.1, 0.0], [0.0, 0.0, 0.0], [0.0, 0.0, 0.1], [0.0, 0.1, -0.1], [-0.4, -0.1, -0.1], [0.0, 0.1, 0.3], [-0.1, 0.0, 0.0], [0.0, 0.0, 0.0], [0.0, 0.0, 0.0], [0.0, 0.0, 0.0], [0.1, 0.1, -0.1], [0.0, -0.3, 0.0], [0.0, 0.1, 0.0], [0.0, 0.0, 0.0], [0.0, 0.0, 0.0], [0.0, 0.0, 0.0], [0.0, 0.0, 0.0], [0.0, 0.0, 0.0], [0.0, 0.0, 0.0], [0.0, 0.0, 0.0], [0.0, 0.0, 0.0], [0.0, 0.0, 0.0], [0.0, 0.0, 0.0], [0.0, 0.0, 0.0], [0.0, 0.0, 0.0], [0.0, 0.0, 0.0], [0.0, 0.0, 0.0], [0.0, 0.0, 0.0], [0.0, 0.0, 0.0], [0.0, 0.0, 0.0], [0.0, 0.0, 0.0], [0.0, 0.0, 0.0], [0.0, 0.0, 0.0], [0.0, 0.0, 0.0], [0.0, 0.0, 0.0], [0.0, 0.0, 0.0], [0.0, 0.0, 0.0], [0.0, 0.0, 0.0], [0.0, 0.0, 0.0], [0.0, 0.0, 0.0], [0.0, 0.0, 0.0], [0.0, 0.0, 0.0], [0.0, 0.0, 0.0], [0.0, 0.0, 0.0], [0.0, 0.0, 0.0], [0.0, 0.0, 0.0], [0.0, 0.0, 0.0], [0.0, 0.0, 0.0], [0.0, 0.0, 0.0], [0.0, -0.1, 0.0], [0.1, 0.2, 0.0], [-0.1, -0.1, 0.1], [0.0, -0.1, -0.2], [-0.1, -0.1, 0.0], [-0.2, -0.3, 0.1], [0.4, 0.3, -0.5], [0.1, 0.1, 0.0], [0.0, 0.0, 0.0], [0.0, 0.0, 0.0], [0.0, -0.1, 0.0], [-0.1, -0.1, 0.0]]}